Run a
Density functional theory data (the ωB97M-V functional and the def2-TZVPD basis) for a single C6H9N molecule.

SMILES: CC1=CN=C[C@@H]1C
E_HOMO (eV): -8.76
LUMO energy (eV): 0.875
Gap between HOMO and LUMO (eV): 9.636

Each line ends with the Löwdin charge.
Geometry (Å):
C (0.51599, -1.84981, 0.70636)  -0.0482
C (0.28270, -0.37868, 0.61191)  -0.2734
C (0.10344, 0.50213, 1.60627)  -0.0978
N (0.16550, 1.85905, 1.17787)  0.0670
C (0.36301, 1.81613, -0.08769)  -0.1491
C (0.31731, 0.42616, -0.66389)  -0.2984
C (-1.02728, 0.29935, -1.41655)  -0.0537
H (1.56545, -2.05989, 0.46107)  0.0837
H (-0.09968, -2.43254, 0.01197)  0.0755
H (0.33692, -2.21183, 1.72355)  0.0792
H (-0.06219, 0.30112, 2.65781)  0.1066
H (0.48621, 2.72194, -0.67410)  0.1141
H (1.15354, 0.18622, -1.33245)  0.1498
H (-1.21763, -0.73432, -1.72322)  0.0758
H (-1.05056, 0.93277, -2.30942)  0.0776
H (-1.83273, 0.62222, -0.74948)  0.0914

---

Run b
Density functional theory data (the ωB97M-V functional and the def2-TZVPD basis) for a single C6H9N molecule.

SMILES: C[C@H]1C[C@H]1C1=NC1
E_HOMO (eV): -9.44
LUMO energy (eV): 1.058
Gap between HOMO and LUMO (eV): 10.497

Each line ends with the Löwdin charge.
Geometry (Å):
C (-1.65194, -0.34861, 0.67292)  -0.0513
C (-1.08425, -0.17162, -0.71896)  -0.2837
C (-0.12580, 0.91940, -1.05137)  -0.0749
C (0.36006, -0.51884, -1.01299)  -0.1678
C (1.26097, -0.67458, 0.11768)  -0.3535
N (2.12901, -1.27071, 0.80002)  0.1849
C (1.81910, 0.21977, 1.08290)  -0.1413
H (-0.90138, -0.17894, 1.45200)  0.0680
H (-2.47552, 0.35075, 0.84535)  0.0803
H (-2.03041, -1.36783, 0.80473)  0.0836
H (-1.76269, -0.44354, -1.52228)  0.1339
H (-0.13022, 1.43852, -1.99979)  0.1048
H (0.18055, 1.53602, -0.20743)  0.1057
H (0.58628, -1.05103, -1.93247)  0.1421
H (2.52264, 0.96981, 0.71476)  0.0900
H (1.23740, 0.50508, 1.95865)  0.0792

---

Run c
Density functional theory data (the ωB97M-V functional and the def2-TZVPD basis) for a single C6H9N molecule.

SMILES: CC#CCN1CC1
E_HOMO (eV): -9.21
LUMO energy (eV): 1.008
Gap between HOMO and LUMO (eV): 10.222

Each line ends with the Löwdin charge.
Geometry (Å):
C (2.91609, 0.53706, 0.31805)  -0.1000
C (1.75116, -0.18722, -0.11371)  -0.0995
C (0.95904, -0.82346, -0.76518)  -0.0234
C (-0.44525, -1.15226, -0.92988)  -0.2388
N (-1.10169, -0.61258, 0.25746)  -0.1301
C (-2.46925, -0.19297, 0.09622)  -0.1531
C (-1.37695, 0.80906, 0.22698)  -0.1485
H (2.89096, 1.56306, -0.07629)  0.0866
H (3.64405, -0.12644, -0.14912)  0.0849
H (3.13720, 0.55835, 1.38653)  0.0782
H (-0.81983, -0.71043, -1.86967)  0.1182
H (-0.60364, -2.23155, -0.96691)  0.1164
H (-3.11958, -0.42161, 0.93498)  0.0984
H (-2.91115, -0.31018, -0.89219)  0.1013
H (-1.10377, 1.37141, -0.66859)  0.1085
H (-1.22115, 1.35149, 1.15810)  0.1009

---

Run d
Density functional theory data (the ωB97M-V functional and the def2-TZVPD basis) for a molecular structure, C6H9N.

E_HOMO (eV): -9.37
LUMO energy (eV): 1.064
Gap between HOMO and LUMO (eV): 10.430

Each line ends with the Löwdin charge.
Geometry (Å):
C (0.61733, -0.89085, -0.42377)  -0.2852
C (0.98253, -1.89080, 0.66694)  -0.0667
C (-1.68250, 1.86241, -0.20855)  -0.0384
C (0.67579, 0.60247, -0.02742)  -0.3364
C (-0.76105, 0.70952, -0.30140)  -0.2353
C (-0.85562, -0.58899, -0.63444)  0.0351
N (1.52978, 1.41872, 0.40252)  0.1632
H (1.16737, -1.11729, -1.33848)  0.1326
H (2.47008, 1.04729, 0.50834)  0.0506
H (-1.66910, -1.22256, -0.93186)  0.1088
H (0.82318, -2.91270, 0.32099)  0.0729
H (0.38987, -1.71966, 1.55857)  0.0788
H (2.03816, -1.77716, 0.92671)  0.0734
H (-1.95204, 2.03542, 0.83859)  0.0855
H (-1.17947, 2.76094, -0.57297)  0.0824
H (-2.59432, 1.68324, -0.78377)  0.0787

---

Most stable: run a (next structure +0.676 eV)

---

Run a
Density functional theory data (the ωB97M-V functional and the def2-TZVPD basis) for a single C6H9N molecule.

SMILES: Cc1c[nH]c(C)c1
E_HOMO (eV): -7.72
LUMO energy (eV): 1.046
Gap between HOMO and LUMO (eV): 8.766

Each line ends with the Löwdin charge.
Geometry (Å):
C (0.53659, -2.49748, 0.19262)  -0.0623
C (0.54271, -1.00393, 0.35315)  -0.3166
C (-0.15996, -0.44717, 1.38295)  -0.1082
N (-0.59442, 0.79053, 0.98263)  0.0563
C (-0.12211, 1.05483, -0.27361)  -0.3418
C (-0.39333, 2.32671, -0.98171)  -0.0431
C (0.62798, -0.02911, -0.66296)  -0.0271
H (-0.52865, -2.67303, 0.36083)  0.0798
H (1.31529, -2.97312, 0.80429)  0.0752
H (0.75449, -2.81973, -0.83916)  0.0743
H (-0.53295, -0.89101, 2.30231)  0.1200
H (-1.20244, 1.38786, 1.51557)  0.1503
H (0.07650, 3.16292, -0.45806)  0.0769
H (0.03282, 2.26300, -1.98521)  0.0790
H (-1.46773, 2.51415, -1.07086)  0.0772
H (1.11524, -0.16541, -1.62277)  0.1101

---

Run b
Density functional theory data (the ωB97M-V functional and the def2-TZVPD basis) for a single C6H9N molecule.

SMILES: CC1=CN=C[C@@H]1C
E_HOMO (eV): -8.76
LUMO energy (eV): 0.873
Gap between HOMO and LUMO (eV): 9.631

Each line ends with the Löwdin charge.
Geometry (Å):
C (1.57613, -0.75691, 1.05775)  -0.0482
C (0.20210, -0.53643, 0.51580)  -0.2733
C (-0.82023, -1.40218, 0.45437)  -0.0983
N (-2.06232, -0.79285, 0.11508)  0.0683
C (-1.80011, 0.45145, -0.04810)  -0.1492
C (-0.33433, 0.78256, 0.02130)  -0.3002
C (0.14086, 1.04619, -1.42597)  -0.0531
H (1.67456, -0.23790, 2.02078)  0.0836
H (2.36877, -0.37069, 0.40689)  0.0752
H (1.76408, -1.81903, 1.24114)  0.0787
H (-0.79341, -2.47055, 0.63388)  0.1066
H (-2.58003, 1.16936, -0.28732)  0.1143
H (-0.09677, 1.63718, 0.66634)  0.1498
H (1.23145, 1.12266, -1.48080)  0.0754
H (-0.29237, 1.96695, -1.83019)  0.0774
H (-0.17837, 0.21020, -2.06094)  0.0929

---

Most stable: run a (next structure +0.308 eV)